Density functional theory data (ωB97M-V with the def2-TZVPD basis set) for a molecular structure, C34H92BF6HgN9O12S2 in a non-equilibrium geometry.

Calculated values
DFT total energy	-117533.9854	eV
HOMO-LUMO gap	2.034	eV
HOMO energy	-8.9	eV
relative energy (zero: lowest compared OMol25 entry of this formula, charge and spin)	16.344	eV

Geometry as ORCA input:
```
! wB97M-V def2-TZVPD RIJCOSX def2/J DEFGRID3
* xyz 0 1
Hg -16.73 -6.17 -9.48
C -20.28 -0.87 -9.73
F -20.39 -0.83 -11.05
F -19.05 -0.45 -9.45
F -21.20 -0.08 -9.25
S -20.53 -2.67 -9.11
O -19.47 -2.92 -8.17
O -21.92 -2.76 -8.56
N -20.12 -3.67 -10.39
S -21.47 -3.83 -11.16
O -22.16 -5.03 -10.75
O -22.43 -2.68 -11.09
C -21.08 -3.96 -13.11
F -22.10 -3.51 -13.80
F -20.00 -3.33 -13.53
F -20.98 -5.21 -13.38
B -18.55 -7.65 -5.99
H -19.22 -7.04 -5.41
H -18.45 -8.51 -5.35
H -18.93 -7.89 -6.97
H -17.57 -7.19 -6.05
C -20.89 -1.54 -2.25
C -21.04 -2.90 -1.51
C -22.46 -3.41 -1.86
O -22.73 -4.71 -1.40
C -24.10 -5.06 -1.61
N -19.88 -3.76 -1.80
H -21.40 -0.70 -1.78
H -21.54 -1.54 -3.13
H -19.92 -1.13 -2.55
H -21.11 -2.72 -0.44
H -22.56 -3.41 -2.94
H -23.11 -2.66 -1.41
H -24.44 -5.38 -2.60
H -24.75 -4.32 -1.16
H -24.29 -6.02 -1.14
H -19.09 -3.33 -1.35
H -19.70 -3.53 -2.77
C -16.09 2.89 -22.55
C -15.91 2.68 -20.97
C -17.24 2.45 -20.13
O -16.76 2.34 -18.80
C -17.74 2.20 -17.84
N -14.94 1.57 -20.86
H -16.60 3.85 -22.66
H -16.74 2.17 -23.05
H -15.13 2.90 -23.06
H -15.31 3.53 -20.64
H -17.54 1.43 -20.36
H -17.97 3.24 -20.25
H -18.38 3.08 -17.98
H -17.44 2.23 -16.80
H -18.26 1.26 -18.03
H -15.42 0.69 -20.98
H -14.64 1.58 -19.90
C -32.50 -3.08 -13.12
C -31.94 -4.32 -13.86
C -30.50 -4.16 -14.47
O -30.15 -5.43 -15.04
C -29.03 -5.53 -15.89
N -31.84 -5.37 -12.88
H -33.54 -3.17 -12.81
H -32.31 -2.11 -13.58
H -31.98 -2.91 -12.18
H -32.61 -4.66 -14.65
H -29.81 -3.74 -13.75
H -30.54 -3.38 -15.23
H -29.20 -4.91 -16.76
H -28.90 -6.57 -16.17
H -28.15 -5.19 -15.34
H -31.14 -5.88 -13.40
H -31.35 -4.89 -12.14
C -13.77 -1.43 -12.23
C -14.63 -2.70 -11.97
C -14.38 -3.79 -13.15
O -15.15 -4.90 -13.07
C -14.87 -5.84 -14.09
N -14.27 -3.30 -10.73
H -13.91 -0.85 -11.32
H -14.29 -0.89 -13.02
H -12.74 -1.56 -12.55
H -15.63 -2.30 -11.86
H -13.31 -3.98 -13.11
H -14.45 -3.33 -14.13
H -14.00 -5.64 -14.73
H -15.74 -5.96 -14.74
H -14.63 -6.83 -13.71
H -13.32 -3.62 -10.72
H -14.11 -2.46 -10.19
C -29.74 -6.51 -7.05
C -28.70 -5.28 -7.26
C -29.06 -4.16 -6.16
O -28.75 -2.89 -6.76
C -28.99 -1.80 -5.95
N -27.34 -5.72 -7.19
H -29.48 -7.38 -7.66
H -30.80 -6.27 -7.15
H -29.68 -6.98 -6.07
H -28.81 -4.78 -8.22
H -28.47 -4.10 -5.24
H -30.11 -4.30 -5.90
H -30.03 -1.97 -5.68
H -28.85 -0.98 -6.65
H -28.22 -1.70 -5.19
H -27.04 -6.01 -8.11
H -26.79 -4.87 -7.19
C -26.77 2.43 -14.04
C -25.39 1.99 -14.60
C -24.29 2.69 -13.84
O -24.15 4.08 -14.05
C -23.51 4.84 -13.03
N -25.29 0.55 -14.65
H -27.63 2.40 -14.70
H -26.64 3.51 -13.91
H -26.87 2.02 -13.03
H -25.38 2.35 -15.63
H -23.34 2.24 -14.16
H -24.37 2.43 -12.79
H -23.37 5.90 -13.23
H -22.55 4.37 -12.81
H -24.16 4.70 -12.17
H -26.15 0.06 -14.87
H -25.13 0.28 -13.69
C -17.02 -8.24 -21.61
C -16.82 -6.76 -21.70
C -17.89 -5.87 -21.11
O -19.07 -6.23 -21.79
C -20.18 -6.03 -20.95
N -15.64 -6.54 -20.92
H -16.26 -8.85 -22.09
H -17.95 -8.42 -22.14
H -17.16 -8.75 -20.65
H -16.70 -6.49 -22.75
H -17.69 -4.82 -21.28
H -17.93 -6.07 -20.04
H -21.08 -6.14 -21.55
H -20.18 -5.02 -20.54
H -20.12 -6.75 -20.13
H -15.75 -6.61 -19.92
H -14.85 -7.13 -21.11
C -12.74 -10.82 -9.96
C -13.91 -9.91 -10.24
C -15.24 -10.58 -10.51
O -16.44 -9.82 -10.74
C -17.65 -10.60 -10.97
N -14.14 -9.04 -9.07
H -11.86 -10.41 -9.46
H -12.43 -11.31 -10.88
H -12.97 -11.66 -9.30
H -13.71 -9.18 -11.03
H -15.40 -11.19 -9.62
H -15.19 -11.44 -11.18
H -17.67 -11.33 -10.16
H -17.62 -11.06 -11.96
H -18.57 -10.03 -11.09
H -14.24 -9.67 -8.29
H -13.22 -8.67 -8.85
*
```